No. 1
This record from OMol25 describes the ion C5H11N2 with charge +1 in a non-equilibrium geometry. The level of theory is ωB97M-V/def2-TZVPD.

As for the SMILES: [H]/N=C1/[C@@H]([NH3+])C1(C)C. The value obtained for the HOMO-LUMO gap is 9.92 eV. The calculation puts the highest occupied orbital energy at -13.6 eV. The value obtained for the calculated total energy is -306.2638 Eh. The calculation puts the energy relative to the best compared isomer or geometry (same formula, charge and spin) at 75.11 kcal per mole. The value obtained for the max |F| is 4.8 eV/A. The charge is +1. The value obtained for the LUMO energy is -0.136 Eh.

The geometry in XYZ format:
```
18
C5H11N2 | OMol25 | ωB97M-V/def2-TZVPD
N 1.536 1.402 0.710
N 0.165 -1.055 2.399
C 0.268 -0.700 -1.142
C -2.005 0.146 -0.436
C 0.106 1.008 0.844
C -0.209 -0.388 1.409
C -0.573 -0.124 0.007
H -0.665 1.642 1.058
H 2.071 1.015 1.475
H -0.199 -1.629 -1.451
H -1.981 1.028 -0.990
H -0.222 -1.954 2.534
H -2.173 -0.681 -0.944
H -2.693 0.279 0.328
H 1.248 -0.985 -0.756
H 1.787 0.932 -0.210
H 1.732 2.361 0.670
H 0.636 0.024 -1.943
```


No. 2
This record from OMol25 describes the ion C5H11N2 with charge +1 in a non-equilibrium geometry. The level of theory is ωB97M-V/def2-TZVPD.

As for the SMILES: CN[C@@H]1C=[N+](C)C1. The value obtained for the HOMO-LUMO gap is 8.69 eV. The calculation puts the highest occupied orbital energy at -13.3 eV. The value obtained for the calculated total energy is -306.2724 Eh. The calculation puts the energy relative to the best compared isomer or geometry (same formula, charge and spin) at 69.70 kcal per mole. The value obtained for the max |F| is 4.2 eV/A. The charge is +1. The value obtained for the LUMO energy is -0.169 Eh.

The geometry in XYZ format:
```
18
C5H11N2 | OMol25 | ωB97M-V/def2-TZVPD
N 1.439 -0.146 -0.024
N -1.678 -0.727 0.282
C 2.851 -0.191 0.160
C -2.709 0.226 0.030
C 0.699 -1.114 -0.342
C -0.545 -0.353 -0.381
C 0.447 0.884 0.221
H -1.330 -1.044 1.229
H 0.621 1.732 -0.504
H 0.424 1.333 1.228
H 3.359 0.714 -0.201
H -2.554 1.326 0.205
H -0.792 -0.060 -1.363
H 3.081 -0.431 1.314
H -3.503 -0.060 0.733
H -2.959 0.094 -1.093
H 1.175 -2.110 -0.555
H 3.313 -1.016 -0.251
```